[1]
A structure of composition C35H52P4PdS. Source: the Open Molecules 2025 dataset; level of theory: ωB97M-V/def2-TZVPD.

```
93
Properties=species:S:1:pos:R:3:mulliken_charge:R:1
Pd -0.0939 -0.3013 -1.3248 0.3632
S 1.1755 0.2558 -4.2217 0.4038
P 1.1781 -1.8955 -0.0665 0.8568
P -1.9115 -0.5418 0.3623 0.6472
P 1.3081 1.8081 2.6452 2.1989
P -1.0755 -1.7521 -2.8039 0.8837
C 1.3865 -1.7589 1.7411 -0.7686
C -0.2036 3.5927 4.2673 -0.8551
C 0.6671 2.2503 -6.1872 -0.3370
C 1.2946 1.0523 -5.7904 1.0203
C 2.5685 0.2813 6.7958 -0.5915
C -0.9097 5.1952 2.0727 -0.8905
C -1.4299 5.4721 3.3449 -0.6788
C 0.8059 -3.6865 -0.2086 -1.3222
C 3.2845 1.3277 6.2145 -0.7441
C 0.3150 3.3190 2.9843 0.7193
C -0.0461 4.1259 1.8860 -0.3885
C -2.3850 -2.1344 1.1363 -1.2860
C 2.9201 1.8300 4.9657 -0.2223
C 2.2942 0.5035 -6.6359 -0.4575
C -2.1307 -0.8227 -3.9636 -0.9775
C 1.4489 -0.2533 6.1466 -0.7431
C 2.9116 2.3286 1.9519 -0.6074
C 1.0783 0.2280 4.8913 0.0325
C 0.1344 -2.7090 -3.7711 -1.4830
C 0.9579 2.8032 -7.4462 -0.5764
C 1.8710 2.1941 -8.3130 -0.3681
C 5.0028 1.5746 0.9902 -0.7088
C -3.4989 -0.0570 -0.3970 -1.2667
C 2.9138 -1.8693 -0.6248 -1.1777
C 1.8198 1.2716 4.2941 0.0028
C 3.8839 1.3218 1.7710 -0.1128
C -1.8727 0.4992 1.8615 -0.4465
C 1.2540 1.7141 -1.1679 0.4832
C 2.5764 1.0823 -7.8710 -0.6435
C -0.1049 2.0002 -1.1942 -0.6087
C -1.0714 4.6747 4.4387 -0.7304
C 5.1954 2.8405 0.4274 -0.5926
C 3.1473 3.6238 1.4650 -0.3182
C -2.1440 -3.1246 -2.2461 -1.3831
C 4.2844 3.8691 0.6854 -0.8998
H -1.7275 1.5505 1.5900 0.3109
H 3.4637 -2.6944 -0.1493 0.5107
H -3.8650 -0.8045 -1.1106 0.3288
H -2.4476 -3.6938 -3.1335 0.5368
H -2.1184 6.3149 3.4818 0.4440
H -2.1756 -1.3336 -4.9310 0.4853
H 2.8840 -0.3247 -6.2446 0.4134
H 0.8516 -1.0352 6.6117 0.4802
H 1.8491 -0.7958 1.9856 -0.2400
H -0.1778 -3.9376 0.1988 0.3032
H -2.8250 0.4162 2.4096 0.6487
H 2.8748 -0.1160 7.7647 0.4433
H 0.4830 3.7328 -7.7425 0.4323
H -1.1676 5.8257 1.2178 0.4542
H 0.2651 -3.7180 -3.3629 0.4327
H -3.1304 -0.7532 -3.5236 0.3601
H -1.6012 -2.5371 1.7856 0.3598
H 0.8724 -4.0338 -1.2436 0.3264
H 0.3581 0.8847 -3.2493 -0.2554
H 2.9623 -1.9800 -1.7136 0.3483
H -1.0515 0.1992 2.5285 -0.3748
H 5.7331 0.7773 0.8222 0.5158
H 2.4577 4.4303 1.6928 0.7006
H -4.2379 0.0726 0.4031 0.5127
H 4.4423 4.8595 0.2740 0.5094
H -3.0460 -2.7967 -1.7285 0.3762
H -3.2597 -1.9294 1.7686 0.5320
H -1.6068 -3.8154 -1.5874 0.3229
H 0.1004 2.9894 5.1223 0.4313
H 2.0499 -2.5744 2.0964 0.6349
H -3.3681 0.8978 -0.9097 0.3772
H 1.1143 -2.2222 -3.7957 0.2998
H 6.0604 3.0253 -0.2111 0.4746
H 3.4839 2.6435 4.5024 0.5161
H 3.7661 0.3509 2.2547 0.5225
H 0.4323 -1.8372 2.2746 0.1720
H 4.1377 1.7786 6.7343 0.4471
H 2.0356 2.5918 -9.3160 0.4571
H -0.2539 -2.7649 -4.7936 0.4613
H -0.6776 2.2424 -0.2927 0.1836
H -2.6643 -2.9061 0.4127 0.3352
H 3.3731 0.6385 -8.4723 0.4155
H 0.0232 2.7555 -5.4613 0.3640
H 1.8481 1.8945 -2.0660 0.2727
H 0.2204 -0.1944 4.3571 0.1525
H 1.8241 1.5420 -0.2536 -0.4479
H 0.3876 3.9325 0.8981 0.5696
H -1.7637 0.1936 -4.1043 0.2313
H -0.5670 2.3119 -2.1456 0.2264
H 1.5508 -4.2323 0.3804 0.5822
H -1.4588 4.9016 5.4304 0.4678
H 3.3818 -0.9203 -0.3443 0.2096
```

Computed properties:
Multiplicity: 5
DFT total energy: -88568.7679 eV
Gap between HOMO and LUMO (alpha / beta): 8.160 / 4.255 eV
Net charge: +4

[2]
A structure of composition C35H53BN5P2Pt. Source: the Open Molecules 2025 dataset; level of theory: ωB97M-V/def2-TZVPD.

```
97
Properties=species:S:1:pos:R:3:mulliken_charge:R:1
Pt 0.1559 -0.3504 0.0394 2.4455
P -2.1218 -0.5431 -0.7122 -0.3902
P 1.9354 -0.9012 1.5061 -0.3711
N 0.1009 -2.6934 2.0090 0.7469
N -0.4636 2.9741 -2.8796 0.3470
N -1.6533 -2.7923 0.5649 0.5057
N 3.7176 6.3026 -1.8020 -0.4666
N 1.2821 1.6636 -0.6523 1.5141
C -0.7835 4.2577 -2.7245 -0.0937
C -4.0344 -1.1174 -2.7677 -1.8194
C 2.6954 -3.1744 0.1662 -1.7178
C -1.8294 -3.7863 1.5247 0.3228
C -0.6525 -4.5945 3.4907 -0.6542
C 3.5838 1.3457 1.9228 -2.0976
C 4.5075 -2.1570 1.5417 -1.8915
C 1.0010 2.7831 0.0227 -0.1286
C 3.3357 -0.1420 3.8868 -1.7415
C -2.5760 -2.3258 -0.4289 -1.4696
C 2.8644 2.9103 -1.9496 -1.1060
C -1.6293 -0.7624 -3.3572 -1.5142
C 3.7587 -1.0730 -0.5858 -1.6464
C 2.5627 4.0613 -1.2361 0.4870
C -2.7765 -0.2872 -2.4552 2.6446
C -2.7407 -5.5920 2.7716 -0.7264
C 1.2321 -2.1446 2.6941 -1.6451
C 1.6095 3.9965 -0.2265 -1.3237
C -2.8325 -4.7219 1.6886 -0.8623
C 0.0448 4.8573 -4.8747 -0.2705
C 3.3028 -1.8491 0.6518 2.0201
C 0.0985 2.6282 -4.0363 0.0307
C -0.5504 5.2332 -3.6814 -1.0248
C 2.1817 1.7492 -1.6352 -1.0499
C 0.3705 3.5223 -5.0590 -1.0718
C 1.3812 1.1961 3.1553 -1.4805
C -0.7428 -3.7225 2.4228 0.5156
C -1.6706 -5.5300 3.6555 -0.8327
C -4.6553 0.2932 0.3407 -1.7095
C -3.0728 1.1777 -2.7730 -1.8501
C 3.2060 5.3062 -1.5521 -0.4060
C -3.1426 0.3839 0.5597 2.0136
C -2.8455 -0.1822 1.9562 -1.7319
C -2.6970 1.8509 0.5352 -1.9522
C 2.6097 0.4154 2.6541 2.3292
B -0.4833 -2.0516 0.8774 -0.7641
H 3.5942 2.9201 -2.7459 0.5618
H -2.4845 -2.8771 -1.3669 0.4924
H -1.7856 -0.1143 2.2097 0.0959
H 0.2596 2.7051 0.8049 0.1914
H 4.1021 -0.0643 -0.3582 0.3397
H 3.8531 2.1680 2.5892 0.5996
H 1.7755 -3.0200 -0.4003 0.1316
H -3.2375 2.4022 1.3080 0.6175
H -0.8265 6.2602 -3.4886 0.4449
H 3.1668 1.7739 1.0164 0.3971
H 5.1638 -2.8443 1.0034 0.5240
H -3.5138 -6.3326 2.9228 0.4157
H 1.9866 -2.8966 2.9443 0.5620
H -4.3402 -0.8725 -3.7871 0.5643
H 4.2922 -0.5928 3.6420 0.3432
H 5.0910 -1.2663 1.7692 0.3545
H -4.9827 0.7559 -0.5860 0.3403
H -3.2738 1.2640 -3.8435 0.6012
H -3.4060 0.4084 2.6843 0.7373
H 2.9434 -1.0130 -1.3063 0.1674
H 4.5828 -1.6107 -1.0594 0.5979
H 0.8503 0.6397 3.9290 0.3987
H -3.1591 -1.2215 2.0612 0.2409
H -5.1505 0.8195 1.1597 0.5204
H -1.2510 4.5233 -1.7810 0.4141
H 4.5050 0.8266 1.6599 0.2571
H -1.6285 1.9279 0.7437 0.1464
H -3.9554 1.5408 -2.2510 0.2346
H 0.9371 -1.6475 3.6236 0.5348
H 3.5347 0.6967 4.5582 0.5630
H -1.9668 -0.7792 -4.3956 0.5526
H -3.6154 -2.4048 -0.0968 0.3852
H 0.8264 3.1766 -5.9761 0.4517
H 1.7061 2.1404 3.5961 0.5272
H 0.3594 1.5817 -4.1535 0.4063
H 4.2291 -2.6415 2.4777 0.2938
H 0.2427 5.5868 -5.6482 0.4159
H 0.6633 1.4092 2.3623 0.0883
H 1.3464 4.8723 0.3488 0.5830
H -3.8592 -2.1899 -2.7408 0.3527
H -2.8899 2.3310 -0.4233 0.3303
H 2.3718 0.8426 -2.1920 0.5389
H -1.6252 -6.2217 4.4852 0.4120
H -3.6621 -4.7824 0.9960 0.4949
H -2.2325 1.8211 -2.5306 0.0274
H -4.8714 -0.8852 -2.1129 0.3030
H 3.4180 -3.6590 -0.4932 0.6324
H 0.1800 -4.5510 4.1811 0.4971
H -1.2875 -1.7681 -3.1016 0.2987
H 2.7435 -0.8640 4.4466 0.2910
H -0.7749 -0.0910 -3.2808 -0.0024
H -5.0108 -0.7378 0.3614 0.2816
H 2.4823 -3.8597 0.9863 0.3359
```

Computed properties:
DFT total energy: -67106.2427 eV
Gap between HOMO and LUMO: 7.188 eV
Net charge: +1

Question: Which of these has the lowest net charge?
Answer: C35H53BN5P2Pt

Question: Number 2 is which compound?
Answer: C35H53BN5P2Pt

Question: Which of these has the highest DFT total energy?
Answer: C35H53BN5P2Pt